Entry 1:
Entry from the OMol25 dataset: C10H20BFNO4Pt as an isolated structure at a distorted geometry (ωB97M-V/def2-TZVPD).

Last column: Mulliken charge in e.
Element x y z (Å)
1 H 1.290 -1.040 4.984  0.3457
2 H 0.402 -1.886 -2.242  0.2992
3 C 1.259 -1.164 2.787  -0.4842
4 H 2.882 -1.162 1.273  0.2958
5 O 1.857 2.304 3.344  -0.5291
6 F -0.084 -1.450 0.175  -0.3823
7 H -1.936 1.354 -1.988  0.3924
8 H -3.850 0.024 -3.773  -0.1564
9 H -1.583 -1.548 -2.809  0.3202
10 C -3.405 -0.742 -2.993  -0.5543
11 O 0.419 0.710 4.304  -0.3502
12 B 1.047 -0.530 0.149  0.6940
13 C 0.733 1.917 3.672  0.7022
14 H -3.800 -0.579 -1.945  0.4354
15 H -1.293 2.306 2.901  0.2542
16 H -0.835 3.251 4.435  0.3313
17 C 0.951 -0.884 -2.086  0.1822
18 H 2.375 0.535 1.682  0.3487
19 H 2.747 -1.445 -3.355  0.3506
20 O 1.871 -1.014 -0.972  -0.4061
21 C 1.971 -0.514 1.522  -0.5794
22 C 1.443 -0.287 4.134  -0.4760
23 C -0.487 2.923 3.396  -0.9234
24 H 1.784 -2.153 3.020  0.3860
25 H 0.347 1.333 -2.313  0.5794
26 H 0.150 -1.344 2.678  0.2242
27 N -1.915 -0.587 -3.020  -0.2725
28 H 2.026 0.255 -3.740  0.3072
29 H -1.911 -0.117 -0.910  0.3900
30 C -1.529 0.301 -1.907  -0.7889
31 C 1.815 -0.818 -3.455  -1.2516
32 H 1.180 -1.256 -4.300  0.3344
33 C 0.077 0.402 -1.715  -0.0377
34 H -0.158 3.824 2.795  0.2855
35 Pt -5.251 0.055 -4.268  0.3153
36 H -3.625 -1.803 -3.339  0.5068
37 O 0.533 0.732 -0.382  -0.4277
38 H 2.502 0.095 4.260  0.3392

## Properties
* E: -26999.5434 eV
* total charge: +1
* gap between HOMO and LUMO: 2.466 eV
* highest occupied orbital energy: -11.8 eV



Entry 2:
Entry from the OMol25 dataset: C23H41LuN2P3S as an isolated structure at a distorted geometry (ωB97M-V/def2-TZVPD).

Last column: Mulliken charge in e.
Element x y z (Å)
1 P 4.321 1.150 -1.114  0.7965
2 H 2.577 -1.071 4.512  0.5082
3 C 1.288 -2.359 -0.529  -1.1991
4 N 0.445 -1.922 2.046  -0.2275
5 H -0.616 -2.127 -2.952  0.3271
6 H -1.367 3.654 1.152  0.4476
7 C -0.789 -1.554 4.047  -0.3754
8 P -0.831 1.294 1.412  0.8100
9 H 3.968 0.124 -2.037  0.0704
10 C -1.632 -0.986 -4.500  -1.0150
11 H -0.082 3.134 0.007  0.3050
12 Lu -0.344 -1.150 0.151  1.3171
13 P -3.191 -1.226 -0.192  0.8449
14 H 2.131 -2.404 0.150  0.3915
15 H -3.216 1.461 1.962  0.3576
16 C 6.043 1.623 -1.333  -1.1417
17 C -0.758 -1.140 -3.416  -0.2856
18 C -4.393 -0.983 1.183  -1.3649
19 S 1.685 -0.254 -2.418  -0.0844
20 H 0.694 -3.284 -0.373  0.5916
21 C 4.038 0.470 0.540  -0.7317
22 C 0.039 -0.038 -3.030  0.8695
23 H 4.217 -0.619 0.538  0.3996
24 C 1.626 -1.705 2.695  -0.2341
25 H 6.686 1.071 -0.634  0.4114
26 C -1.036 2.853 0.473  -1.2162
27 H -4.221 -3.419 -0.089  0.4675
28 H 0.822 1.086 3.221  0.1604
29 H 2.654 2.380 -2.399  0.3107
30 H 6.142 2.698 -1.145  0.4099
31 H -4.940 -0.038 1.067  0.4296
32 C 1.628 -1.286 4.007  -0.5488
33 H 1.324 2.271 1.972  0.3194
34 H 2.453 2.596 -0.640  0.0841
35 C -0.732 -2.000 2.737  -0.8145
36 C 0.356 -0.516 5.961  -0.4430
37 H 1.260 -2.697 -2.700  0.4864
38 H -1.584 -2.479 2.241  0.7745
39 C -3.841 -0.007 -1.398  -1.1397
40 C 1.749 -2.092 -1.927  -0.7309
41 H 2.546 -1.864 2.131  0.4947
42 H -1.787 2.706 -0.312  0.3467
43 H -1.592 2.429 -4.720  0.4749
44 H -1.735 -1.533 4.585  0.6213
45 N 0.325 0.025 7.000  -0.3082
46 H -4.059 0.939 -0.890  0.4271
47 H 6.357 1.427 -2.366  0.4199
48 H -3.107 0.178 -2.189  0.0234
49 H 3.782 3.433 -1.465  0.5014
50 H 2.997 0.628 0.866  -0.0826
51 H -4.590 -2.609 -1.667  0.4299
52 C -3.823 -2.796 -0.902  -1.3376
53 C -1.913 0.299 -4.969  -0.4456
54 C -1.336 1.431 -4.377  -0.8180
55 H -3.862 -0.961 2.142  0.2871
56 C 0.398 -1.132 4.659  0.7771
57 H -2.598 0.406 -5.813  0.4332
58 H 0.060 2.685 3.174  0.4812
59 H 4.724 0.950 1.259  0.5003
60 C 0.476 1.881 2.552  -1.0778
61 H -2.290 0.695 3.289  0.2601
62 C -0.361 1.274 -3.391  -0.5848
63 H -4.761 -0.399 -1.849  0.4950
64 H 0.151 2.131 -2.946  0.3041
65 H -5.118 -1.807 1.210  0.4636
66 H 2.860 -2.176 -2.035  0.4387
67 C 3.191 2.510 -1.448  -0.8515
68 C -2.277 1.485 2.529  -1.3217
69 H -2.982 -3.321 -1.373  0.3179
70 H -2.190 2.450 3.048  0.5526
71 H -2.062 -1.877 -4.980  0.4393

## Properties
* E: -99792.4132 eV
* total charge: +3
* gap between HOMO and LUMO: 6.648 eV
* highest occupied orbital energy: -16.2 eV



Entry 3:
Entry from the OMol25 dataset: a 2-piece molecular cluster, C4H11N3O overall at a distorted geometry (ωB97M-V/def2-TZVPD).

Last column: Mulliken charge in e.
Element x y z (Å)
1 N -0.581 1.340 1.641  -0.6383
2 H -1.774 -1.953 -0.379  0.3807
3 H 1.604 -0.345 0.368  0.1167
4 C 0.268 -1.483 -0.841  0.8601
5 H -0.611 -1.680 -2.531  0.2216
6 H 1.526 -2.046 0.764  0.2903
7 H -1.321 -0.147 -0.387  0.0478
8 H 0.310 1.556 2.082  0.2292
9 H 1.151 2.625 0.140  0.2118
10 C -1.016 -1.214 -0.064  -0.4108
11 H 2.395 -1.520 -0.720  0.3574
12 O -0.911 -1.210 1.297  -0.6543
13 H -0.668 -0.158 1.623  0.4210
14 N 0.312 -1.658 -2.092  -0.7684
15 H -1.721 1.887 0.043  0.4557
16 N 0.204 2.582 -0.204  -0.3898
17 H 0.003 2.961 -1.112  0.2133
18 C 1.541 -1.345 -0.070  -0.9230
19 C -0.712 1.811 0.443  -0.0211

## Properties
* E: -10842.8843 eV
* gap between HOMO and LUMO: 9.335 eV
* highest occupied orbital energy: -8.8 eV
* SMILES: [H]/N=C(/C)CO.[H]/N=C\N